1.
5 unconnected molecules or ions with the total composition C21H51N3O11P2 at a distorted geometry. Source: the Open Molecules 2025 dataset; level of theory: ωB97M-V/def2-TZVPD.

```
88
Properties=species:S:1:pos:R:3:forces:R:3:lowdin_charge:R:1
C 0.73357 10.75761 -4.92351 1.7 1.1 1.3 -0.36
O 1.82029 10.73107 -4.34238 -1.1 0.3 0.2 -0.01
N 0.42921 9.89777 -5.85824 -0.2 -3.3 -2.2 -0.19
C -0.78431 9.85771 -6.65315 -0.8 0.5 1.1 -0.06
C 1.17144 8.62910 -5.97977 1.3 1.0 -0.9 -0.04
H -0.04394 11.51460 -4.73740 0.1 0.2 0.0 0.14
H -1.57633 9.64058 -5.93646 -0.6 0.0 -0.4 0.09
H -0.77219 9.04763 -7.38234 0.3 0.2 0.1 0.08
H -0.99545 10.80054 -7.15772 0.1 0.0 0.0 0.09
H 0.74993 7.75293 -5.48705 -0.3 0.3 0.2 0.09
H 1.25932 8.43341 -7.04844 -0.2 -0.3 0.0 0.08
H 2.20958 8.79351 -5.69109 -0.2 -0.1 0.5 0.08
C 0.58970 -10.46918 4.56871 -0.7 -0.9 0.8 -0.32
O -0.62573 -10.44271 4.45764 0.9 -0.2 -0.1 0.01
N 1.34643 -11.63390 4.62688 -0.9 0.3 0.4 -0.18
C 2.78117 -11.54531 4.63754 1.2 0.8 -0.5 -0.10
C 0.59516 -12.88579 4.89779 0.5 0.4 -0.2 -0.03
H 1.12953 -9.54086 4.81161 0.4 -0.1 -0.6 0.13
H 3.06806 -10.52785 4.37189 -0.3 0.1 -0.5 0.08
H 3.27885 -12.18935 3.91254 -0.4 -0.2 -0.2 0.08
H 3.40356 -11.62331 5.52897 -0.9 -0.7 0.9 0.08
H 0.32562 -12.93796 5.95265 -0.1 0.1 0.0 0.09
H -0.31035 -12.90843 4.29146 0.1 0.1 0.1 0.08
H 1.18654 -13.77474 4.67838 0.2 0.2 -0.2 0.08
C -0.29851 1.64765 5.16576 2.2 -2.3 -1.6 -0.28
O 0.27656 0.52779 4.99145 -2.0 3.5 0.6 -0.04
N -0.17219 2.72667 4.33090 -0.8 1.5 -0.5 -0.18
C -0.86585 4.00621 4.59829 0.4 -0.3 1.7 -0.07
C 0.35905 2.74021 2.97153 -0.3 -2.8 -0.8 -0.06
H -0.93118 1.91729 6.02554 0.1 -0.4 0.0 0.13
H -1.61362 3.98176 5.39097 -0.2 -0.8 0.0 0.08
H -1.38852 4.43527 3.74341 0.6 -0.1 -0.2 0.09
H -0.12755 4.64088 5.08842 0.1 0.7 -0.8 0.09
H 1.31050 3.15206 2.63504 0.1 0.8 1.1 0.09
H 0.50530 1.69174 2.71187 0.0 -0.3 0.1 0.08
H -0.41481 3.03033 2.26085 -0.1 0.5 0.2 0.08
C 6.24801 -2.15686 -5.52647 -0.3 1.3 -0.2 -0.08
C 5.37740 -2.62424 -4.39678 -0.2 -0.3 -0.9 -0.29
O 5.55501 -1.85761 -3.20440 -0.3 0.0 0.1 -0.16
P 4.30278 -1.30203 -2.38277 -3.1 -0.8 0.3 0.49
O 2.89692 -1.58328 -2.92827 3.6 0.8 0.6 -0.27
O 4.50739 -1.96382 -0.92642 0.7 3.4 -1.3 -0.18
C 3.93896 -3.19282 -0.73763 -0.2 -2.1 2.3 -0.32
C 3.98563 -3.51387 0.77716 -0.9 -0.8 -0.5 -0.06
O 4.64024 0.22644 -2.06237 -0.4 -0.7 -0.9 -0.17
C 4.38655 1.23908 -3.05689 0.7 2.7 1.1 -0.23
C 4.84338 2.62234 -2.41837 -0.5 -1.1 0.2 -0.07
H 5.60857 -2.35690 -6.38624 0.8 -0.2 -0.5 0.08
H 6.30107 -1.06954 -5.47148 0.0 0.2 -0.1 0.07
H 7.27996 -2.49767 -5.61040 -0.3 -0.4 0.1 0.08
H 4.35787 -2.49923 -4.76150 -0.2 -0.1 0.5 0.11
H 5.56021 -3.69398 -4.29508 -0.1 0.0 0.9 0.12
H 2.87152 -3.18681 -0.95821 0.2 -0.3 -0.8 0.12
H 4.58427 -3.88669 -1.27634 -0.7 -0.6 -0.3 0.12
H 3.16493 -2.99266 1.26999 0.7 0.9 0.3 0.08
H 3.58716 -4.51113 0.96368 0.4 -0.6 -0.5 0.07
H 4.96815 -3.48959 1.24853 -0.2 0.5 0.0 0.08
H 4.88505 1.11162 -4.01780 0.4 -0.6 0.3 0.11
H 3.34797 1.45306 -3.30920 -0.3 -1.0 0.4 0.11
H 5.69358 2.60797 -1.73642 0.8 -0.4 -0.9 0.07
H 4.91184 3.33905 -3.23675 0.2 0.2 0.3 0.07
H 4.14037 2.96500 -1.65913 -0.8 0.0 -0.5 0.06
C -4.57995 -1.64587 2.45483 -0.1 -0.5 -0.5 -0.06
C -4.53506 -1.19114 0.94381 -0.5 -1.1 2.0 -0.25
O -4.22751 0.18349 0.81874 -1.5 2.3 0.1 -0.20
P -5.40023 1.33207 0.88551 -1.0 0.2 -0.6 0.54
O -6.65446 1.06882 0.09394 2.0 0.1 1.3 -0.26
O -5.67500 1.58503 2.47769 2.2 0.3 -2.5 -0.20
C -6.91184 2.07153 2.94573 -1.6 -2.2 0.4 -0.26
C -7.54812 0.78529 3.51683 -0.9 0.5 1.1 -0.09
O -4.63559 2.67666 0.38972 -0.6 -2.3 4.0 -0.20
C -4.54620 3.05841 -0.93653 -0.4 0.2 0.2 -0.31
C -3.68137 2.09191 -1.70387 -0.6 1.4 -1.0 -0.06
H -5.31803 -1.19752 3.11991 0.0 1.1 -0.6 0.05
H -5.01756 -2.64332 2.49590 0.6 -0.6 -0.4 0.07
H -3.63584 -1.62351 2.99913 0.1 0.0 -0.3 0.07
H -3.78971 -1.69973 0.33234 0.1 -0.1 0.5 0.12
H -5.50407 -1.50478 0.55553 -0.2 0.7 -0.4 0.11
H -6.77805 2.77767 3.76523 0.4 0.0 -0.2 0.12
H -7.58647 2.50183 2.20559 0.5 0.1 -0.4 0.11
H -7.69564 -0.11768 2.92438 0.5 0.5 -0.9 0.07
H -6.94863 0.46223 4.36791 0.0 0.1 0.2 0.07
H -8.55711 1.00392 3.86647 -0.1 0.1 0.4 0.07
H -5.58337 3.12710 -1.26467 0.1 -0.1 -0.8 0.12
H -4.19425 4.07929 -0.78813 0.5 0.0 -1.0 0.12
H -4.12157 1.09475 -1.70148 0.3 0.1 0.1 0.08
H -3.79901 2.52820 -2.69579 0.5 -0.5 -0.6 0.08
H -2.62927 2.13422 -1.42211 -0.2 -0.2 0.2 0.09
```
Positions in Å, forces in eV/Å.

Output
**Energy above the lowest of the compared OMol25 structures with the same formula, charge and spin**: 68.5 kcal per mole
**Largest force on an atom**: 4.62 eV Å⁻¹
**Spin multiplicity**: 1
**HOMO-LUMO gap**: 9.8 eV
**DFT total energy**: -68176.242 eV
**Highest occupied orbital energy**: -9.29 eV
**E_LUMO**: 0.51 eV
**Charge**: 0

2.
4 unconnected molecules or ions with the total composition C21H52ClN3O3P2 at a distorted geometry. Source: the Open Molecules 2025 dataset; level of theory: ωB97M-V/def2-TZVPD.

```
82
Properties=species:S:1:pos:R:3:forces:R:3:lowdin_charge:R:1
C 0.80705 -2.56038 -0.80624 -0.1 -0.3 -0.4 -0.02
C 0.12586 -2.66537 -1.95576 0.0 0.2 0.1 -0.24
C -1.24630 -2.12674 -2.25348 0.5 0.9 -0.3 -0.43
P -2.16565 -1.47923 -0.78188 0.0 -0.3 0.4 0.79
C -3.89870 -1.52672 -1.49779 0.3 0.4 -0.2 -0.91
Cl -4.54908 -3.14740 -1.03573 0.0 -0.1 -0.1 0.54
C -4.82021 -0.41220 -1.02601 -0.2 -0.2 0.1 -0.39
C -6.25141 -0.52663 -1.53904 0.0 0.0 0.1 -0.12
P -1.72816 0.66594 -0.61430 -0.2 0.4 -0.2 0.75
C -0.74911 0.66445 0.94600 -0.1 -0.3 0.0 -0.36
C -0.47355 1.04695 -1.91278 0.0 -0.2 0.0 -0.49
C -0.16795 2.54171 -1.99488 0.2 -0.2 -0.2 -0.17
H 1.34711 -3.44050 -0.46440 1.1 0.6 -0.4 0.04
H 0.78823 -1.68131 -0.16991 -0.9 -0.4 0.5 0.03
H 0.57713 -3.23011 -2.77133 -0.5 -0.9 0.4 0.10
H -1.23689 -1.39456 -3.06913 -0.1 -0.1 -0.1 0.06
H -1.83140 -2.97588 -2.61885 0.0 0.0 0.1 0.08
H -3.83537 -1.53236 -2.58707 -0.1 -0.1 0.0 0.07
H -4.81902 -0.38793 0.06734 0.0 0.0 0.0 0.09
H -4.38961 0.53171 -1.35987 0.0 0.0 0.0 0.06
H -6.30611 -0.31655 -2.60843 0.0 -0.1 0.0 0.07
H -6.88770 0.18878 -1.01772 0.0 0.1 -0.1 0.07
H -6.66378 -1.51739 -1.35686 0.0 0.0 0.0 0.04
H 0.08874 -0.03306 0.95457 0.1 0.1 0.0 0.01
H -0.40367 1.67503 1.16188 0.0 0.0 0.0 0.03
H -1.43031 0.35755 1.74103 0.0 0.1 0.0 0.01
H 0.44452 0.46806 -1.77919 0.0 0.0 0.1 0.07
H -0.91014 0.71542 -2.85774 0.0 0.1 0.0 0.06
H 0.62498 2.70586 -2.72663 0.0 0.1 0.0 0.05
H 0.19505 2.93833 -1.04653 -0.1 0.0 0.0 0.06
H -1.04598 3.09956 -2.31864 0.0 0.1 0.2 0.07
C -4.40528 2.63212 4.95241 0.0 0.0 0.0 -0.07
C -5.18668 1.38844 4.54034 0.0 0.1 0.0 -0.44
C -4.78938 0.82930 3.16926 0.0 -0.1 0.0 -0.21
O -5.26896 1.56689 2.06236 0.0 0.1 0.1 -0.20
C -4.51144 2.70865 1.71141 0.0 -0.1 -0.2 -0.11
N -6.61867 1.67180 4.64374 0.0 -0.1 -0.1 0.04
H -4.77702 3.51965 4.43980 0.0 0.0 0.0 0.06
H -4.51847 2.80401 6.02215 0.0 0.0 0.0 0.08
H -3.34147 2.52704 4.73106 0.0 0.0 0.0 0.08
H -4.95973 0.59806 5.26368 0.0 0.0 0.0 0.14
H -5.23020 -0.16540 3.06405 0.0 0.0 0.0 0.12
H -3.69795 0.71559 3.10143 0.0 0.0 0.0 0.11
H -3.44350 2.54181 1.88710 0.0 0.0 0.0 0.08
H -4.83164 3.60499 2.24859 0.0 0.0 0.1 0.08
H -4.66217 2.87638 0.64527 0.0 0.0 0.0 0.08
H -7.14957 0.81762 4.50696 0.0 0.0 0.1 0.07
H -6.88148 2.27176 3.86693 0.0 0.0 0.0 0.07
C 3.97908 -3.34827 1.27852 0.1 0.2 0.0 -0.07
C 2.88211 -3.93187 2.15759 0.1 -0.1 -0.1 -0.44
C 3.35347 -4.32526 3.56294 -0.1 0.0 0.1 -0.21
O 4.11452 -5.51523 3.62301 0.0 0.0 -0.1 -0.19
C 5.48601 -5.38198 3.30938 0.0 0.0 0.1 -0.11
N 2.25338 -5.04402 1.44263 0.0 0.0 0.2 0.04
H 4.63721 -4.11758 0.87424 0.0 0.0 0.1 0.07
H 3.53676 -2.82456 0.43140 0.0 0.0 0.0 0.06
H 4.58982 -2.63460 1.83565 0.0 0.0 0.0 0.08
H 2.12317 -3.15442 2.29934 0.0 0.0 0.0 0.13
H 2.47038 -4.51847 4.17691 0.0 0.0 0.0 0.12
H 3.90599 -3.49841 4.02988 0.0 0.0 0.0 0.12
H 5.88127 -4.42240 3.65915 0.0 0.0 0.0 0.09
H 5.67653 -5.46933 2.23682 0.0 0.0 0.0 0.07
H 6.01430 -6.18629 3.81964 0.0 0.0 0.0 0.09
H 1.44255 -5.36789 1.96158 0.0 0.0 -0.1 0.08
H 2.90873 -5.82086 1.47090 0.0 0.0 -0.1 0.07
C 6.10863 3.67847 -4.47617 0.0 0.0 0.0 -0.07
C 5.62173 2.82757 -3.30745 0.0 0.1 0.0 -0.44
C 4.22964 2.21938 -3.51437 0.0 -0.1 0.1 -0.21
O 3.15406 3.12803 -3.37076 0.0 0.0 0.0 -0.20
C 2.87611 3.93112 -4.50034 -0.1 0.0 0.0 -0.11
N 5.72055 3.61203 -2.07614 -0.1 -0.1 0.0 0.04
H 5.63854 4.66217 -4.47159 0.0 0.0 0.0 0.06
H 7.18403 3.83331 -4.39901 0.0 0.0 0.0 0.08
H 5.89785 3.20021 -5.43439 0.0 0.0 0.0 0.08
H 6.30633 1.97883 -3.20631 0.0 0.0 0.0 0.13
H 4.06958 1.46393 -2.74093 0.0 0.0 0.0 0.12
H 4.16751 1.71360 -4.48756 0.0 0.0 0.0 0.12
H 3.06149 3.38525 -5.43118 0.0 0.0 0.0 0.09
H 3.46462 4.85164 -4.50798 0.0 0.0 0.0 0.08
H 1.82103 4.20122 -4.45507 0.0 0.0 0.0 0.08
H 5.53422 3.01987 -1.27320 0.1 0.0 0.0 0.07
H 4.97390 4.30106 -2.07438 0.0 0.0 0.0 0.07
```
Positions in Å, forces in eV/Å.

Output
**Largest force on an atom**: 1.30 eV Å⁻¹
**Spin multiplicity**: 1
**HOMO-LUMO gap**: 8.5 eV
**DFT total energy**: -64330.365 eV
**Highest occupied orbital energy**: -8.03 eV
**E_LUMO**: 0.52 eV
**Charge**: 0

3.
A molecular structure, C21H53AsF6MgN3O18 at a distorted geometry. Source: the Open Molecules 2025 dataset; level of theory: ωB97M-V/def2-TZVPD.

```
103
Properties=species:S:1:pos:R:3:forces:R:3:lowdin_charge:R:1
Mg 1.83710 1.93973 -1.67227 -2.0 -0.1 -0.4 0.51
N -1.12802 1.60092 -0.65681 -1.0 -1.9 1.2 -0.63
O -0.07618 1.94870 -1.14114 3.8 1.8 -1.8 -0.05
O -1.92071 1.01793 -1.32138 -2.7 -1.5 -2.8 0.05
O -1.30902 1.69701 0.52446 -0.2 1.2 3.6 0.02
N 1.89509 -0.88513 -0.26481 0.2 0.3 -2.4 -0.47
O 2.15550 0.23956 -0.70953 0.3 -1.1 1.4 0.09
O 1.75320 -0.99039 0.95792 -0.1 -0.2 1.0 0.31
O 1.79437 -1.85162 -0.98207 -0.1 0.1 0.7 0.23
As 0.66480 4.19038 -4.33339 -1.6 1.5 -1.9 0.97
F -0.79503 3.15264 -4.30544 1.7 1.0 0.2 -0.25
F 1.37194 3.30691 -2.93327 -0.9 1.6 -0.8 -0.25
F 2.11915 5.23575 -4.32385 -1.1 -1.3 0.0 -0.27
F -0.00595 5.09282 -5.73965 1.1 -1.3 1.4 -0.27
F -0.13025 5.39879 -3.27775 0.9 -1.6 -0.5 -0.26
F 1.48129 2.94115 -5.36686 -0.7 1.5 1.0 -0.26
C -4.93485 0.41200 0.99827 -1.0 -0.4 0.8 0.04
N -5.69060 1.16528 -0.06218 -1.2 0.6 -2.2 -0.38
O -5.62003 2.40207 -0.08978 0.3 -2.4 0.4 0.06
O -6.45171 0.51768 -0.82934 1.8 1.1 1.9 0.02
H -3.86374 0.57944 1.11138 -0.2 0.9 -0.5 0.09
H -5.09280 -0.66562 0.95476 -0.2 0.2 -0.8 0.07
H -5.53408 0.70801 1.85932 0.6 0.2 0.4 0.10
C -5.68295 -4.20831 -1.19155 0.2 0.9 -0.3 -0.10
O -4.83265 -3.42523 -2.05636 0.0 -0.7 0.2 -0.19
C -4.94886 -2.02900 -1.75137 0.3 -0.2 -1.2 -0.19
C -4.00885 -1.12670 -2.63580 -1.2 -1.4 0.4 -0.19
O -4.17934 -1.44960 -3.99720 0.6 -0.4 -0.8 -0.18
C -3.25201 -0.75848 -4.84363 -1.1 0.6 0.3 -0.08
H -6.70095 -3.84739 -1.33823 -0.2 0.1 0.5 0.09
H -5.32530 -4.13238 -0.16470 -0.3 0.4 0.3 0.07
H -5.73568 -5.28530 -1.35098 0.7 0.1 -0.9 0.08
H -4.66508 -1.91122 -0.70557 -0.1 0.4 0.1 0.09
H -5.97719 -1.71424 -1.92900 -0.1 0.0 0.2 0.11
H -2.99701 -1.32737 -2.28365 0.3 0.4 -0.2 0.11
H -4.34399 -0.09500 -2.52918 0.4 0.2 0.6 0.12
H -3.48393 0.30649 -4.83073 0.3 0.4 0.5 0.09
H -3.43759 -0.96902 -5.89687 0.1 -0.9 0.2 0.09
H -2.21847 -0.92444 -4.53971 0.1 -0.1 -0.1 0.07
C 0.29319 0.22279 -3.79246 -0.1 0.1 -0.1 -0.02
O 1.51123 0.78946 -3.20441 0.0 -2.3 -1.9 -0.27
C 2.63606 0.52201 -4.07030 -0.7 0.3 0.1 -0.14
C 3.89651 1.15801 -3.48076 -0.7 -0.1 0.3 -0.09
O 3.53148 2.22067 -2.54906 1.2 -0.6 -1.2 -0.27
C 4.32598 3.37550 -2.72181 1.8 0.2 -1.2 -0.06
H -0.16662 1.02350 -4.37171 -0.5 0.0 0.6 0.09
H -0.30148 -0.28580 -3.03365 -0.2 0.9 0.3 0.09
H 0.42984 -0.58314 -4.51351 1.1 0.0 -0.1 0.09
H 2.41014 0.90935 -5.06379 0.0 0.4 0.1 0.12
H 2.74955 -0.55217 -4.21648 0.2 -0.2 0.4 0.14
H 4.43543 1.50270 -4.36329 0.5 0.4 0.5 0.14
H 4.45658 0.41881 -2.90804 0.2 0.1 -0.1 0.13
H 4.23295 3.68368 -3.76319 -0.4 0.6 0.2 0.10
H 5.38772 3.14242 -2.64135 0.2 -0.7 0.1 0.10
H 4.27971 4.21303 -2.02575 -1.4 -0.4 0.1 0.10
C 0.18928 1.06991 3.16314 -0.8 -1.0 0.7 -0.09
O 0.66550 -0.22986 3.53457 -0.3 -0.2 0.6 -0.20
C 0.11760 -0.69608 4.77650 2.1 1.1 1.9 -0.16
C 1.08825 -1.74260 5.50542 -1.4 0.5 -2.0 -0.18
O 1.66473 -2.49594 4.46587 1.0 -1.7 0.8 -0.20
C 2.40696 -3.62266 5.00498 -0.2 1.0 -0.2 -0.08
H 0.70181 1.41082 2.26359 -0.3 -0.3 0.0 0.06
H 0.26992 1.81826 3.95153 0.6 0.0 0.3 0.08
H -0.88889 0.95368 3.05296 -0.1 0.4 -0.8 0.08
H -0.92611 -0.96136 4.94499 -0.2 -0.7 -1.6 0.11
H 0.12598 0.17444 5.43240 0.3 0.4 0.4 0.10
H 0.44685 -2.38730 6.10631 0.0 0.0 0.3 0.10
H 1.86122 -1.30631 6.13809 0.0 0.4 0.0 0.12
H 1.87816 -4.14752 5.80059 -0.5 -0.1 -0.2 0.08
H 3.33356 -3.29588 5.47691 0.3 0.3 -0.1 0.08
H 2.67411 -4.31094 4.20310 -0.2 0.1 -0.1 0.08
C -2.25081 -3.40342 5.71765 0.7 -0.2 -0.4 -0.09
O -1.22121 -3.45908 4.72648 -0.9 0.5 0.2 -0.23
C -1.60153 -4.16163 3.55551 1.8 0.5 0.3 -0.18
C -0.35558 -4.09535 2.62162 -0.3 0.2 -0.7 -0.15
O 0.03030 -2.77062 2.18847 -2.3 -0.4 -0.5 -0.18
C -1.05710 -2.14963 1.43557 0.8 0.8 0.7 -0.07
H -2.32098 -4.40662 6.13808 -0.3 0.1 0.4 0.09
H -3.22406 -3.07793 5.35033 -0.1 -0.1 -0.4 0.09
H -1.96827 -2.65615 6.45917 0.3 -0.3 0.1 0.08
H -2.47728 -3.71074 3.08874 -0.1 0.0 0.0 0.11
H -1.83900 -5.18682 3.83958 0.0 -0.4 -0.3 0.12
H -0.57513 -4.68758 1.73327 -0.3 -0.2 -0.3 0.12
H 0.55738 -4.53677 3.02129 -0.3 0.1 0.6 0.11
H -1.21714 -2.51124 0.41984 0.5 -0.3 -0.1 0.09
H -0.82472 -1.08469 1.43621 0.2 0.0 -0.3 0.07
H -2.04152 -2.17211 1.90302 0.1 -0.4 0.5 0.08
C 6.10150 1.21182 -0.28269 -1.4 -1.0 0.3 -0.05
O 4.70786 1.60880 -0.30816 0.9 -1.5 0.0 -0.22
C 4.43038 2.58711 0.62761 -0.8 1.8 -0.6 -0.20
C 2.90871 2.83233 0.82913 1.4 -0.7 0.3 -0.13
O 2.21142 3.23184 -0.36167 1.3 2.4 1.7 -0.24
C 1.90904 4.68080 -0.35263 -1.1 -0.1 0.0 0.01
H 6.18230 0.51104 -1.11364 0.5 0.5 -0.3 0.09
H 6.26470 0.58047 0.59072 0.1 0.1 0.4 0.09
H 6.82593 2.02581 -0.25603 -0.2 0.2 -0.4 0.10
H 4.84109 3.47200 0.14141 0.3 0.8 0.8 0.12
H 4.87430 2.38410 1.60220 0.1 0.1 0.2 0.14
H 2.77469 3.58398 1.60705 0.0 0.0 -0.1 0.14
H 2.56478 1.87684 1.22515 -0.8 0.1 -0.3 0.11
H 1.47961 5.01061 -1.29863 0.0 -0.7 -0.1 0.08
H 2.70708 5.39789 -0.16026 0.8 -0.8 0.2 0.10
H 1.15625 4.82650 0.42207 0.0 0.0 0.0 0.11
```
Positions in Å, forces in eV/Å.

Output
**Largest force on an atom**: 4.58 eV Å⁻¹
**Spin multiplicity**: 2
**HOMO-LUMO gap (spin up / spin down)**: 7.8 / 3.6 eV
**DFT total energy**: -146535.193 eV
**Highest occupied orbital energy (spin up / spin down)**: -8.94 / -8.93 eV
**E_LUMO (spin up / spin down)**: -1.12 / -5.32 eV
**Charge**: 0